Below is a 2-piece molecular cluster, C6H12N2O2 overall, with properties calculated with the ωB97M-V functional and the def2-TZVPD basis.

Energy above the lowest of the compared OMol25 structures with the same formula, charge and spin   56.0 kJ/mol
Largest force on an atom   0.74 eV/Å
Kohn-Sham gap   9.86 eV
HOMO level   -9.708 eV
SMILES string   C=C(C)C=O.CNC(N)=O

The geometry in ORCA input format:
```
! wB97M-V def2-TZVPD RIJCOSX def2/J DEFGRID3
* xyz 0 1
C 1.960 1.399 -0.763
N 1.516 0.033 -0.622
C 1.418 -0.546 0.616
N 1.271 -1.910 0.576
O 1.459 0.090 1.649
H 1.660 -0.576 -1.411
H 1.005 -2.326 1.452
H 0.837 -2.316 -0.237
H 2.993 1.452 -1.122
H 1.906 1.860 0.224
H 1.312 1.939 -1.458
C -1.634 1.380 0.426
C -1.604 -0.083 0.122
C -1.081 -0.492 -1.191
C -2.007 -1.022 0.978
O -0.795 -1.622 -1.507
H -0.980 0.341 -1.920
H -2.382 1.605 1.181
H -0.659 1.677 0.814
H -1.839 1.963 -0.468
H -2.406 -0.781 1.949
H -1.951 -2.065 0.712
*
```

***

Below is the molecule C6H12N2O2S at a distorted geometry, with properties calculated with the ωB97M-V functional and the def2-TZVPD basis.

Energy above the lowest of the compared OMol25 structures with the same formula, charge and spin   273.8 kJ/mol
Largest force on an atom   6.37 eV/Å
Kohn-Sham gap   11.07 eV
HOMO level   -10.522 eV
SMILES string   CNS(=O)(=O)CCCCC#N

The geometry in ORCA input format:
```
! wB97M-V def2-TZVPD RIJCOSX def2/J DEFGRID3
* xyz 0 1
C 2.031 2.230 0.340
C 0.691 -1.203 -0.277
C -0.474 -0.382 0.080
C -1.569 -1.388 -0.104
C -2.949 -0.820 0.397
C -3.438 0.525 -0.021
H 1.395 2.144 1.333
H 1.815 3.040 -0.289
H 3.213 2.398 0.554
H 2.351 1.354 -1.633
H 0.591 -1.594 -1.354
H 0.896 -2.034 0.495
H -0.327 0.005 1.157
H -0.563 0.531 -0.545
H -1.379 -1.309 -1.217
H -1.403 -2.294 0.419
H -2.952 -0.867 1.437
H -3.788 -1.436 -0.010
N 1.811 1.149 -0.683
N -3.901 1.536 -0.496
O 3.261 -0.976 -0.872
O 2.443 -0.264 1.364
S 2.244 -0.345 -0.073
*
```

***

Below is the molecule C6H12N2O2Si at a distorted geometry, with properties calculated with the ωB97M-V functional and the def2-TZVPD basis.

Energy above the lowest of the compared OMol25 structures with the same formula, charge and spin   178.0 kJ/mol
Largest force on an atom   4.64 eV/Å
Kohn-Sham gap   9.67 eV
HOMO level   -10.055 eV
SMILES string   [H]/N=C/C=N\C(=O)O[Si](C)(C)C

The geometry in ORCA input format:
```
! wB97M-V def2-TZVPD RIJCOSX def2/J DEFGRID3
* xyz 0 1
C -1.940 1.797 -2.184
C -1.102 2.770 -1.614
C 0.437 1.244 -0.682
C 2.572 -0.801 1.210
C -0.170 -1.015 2.582
C 0.119 -2.266 -0.195
N -3.040 2.110 -2.683
N 0.033 2.584 -1.079
O 1.035 0.597 -1.502
O 0.082 0.633 0.495
Si 0.727 -0.870 0.885
H -1.447 0.745 -2.300
H -1.362 3.819 -1.734
H 2.720 -0.941 2.243
H 3.086 -1.627 0.773
H 2.851 0.200 0.887
H 0.356 -1.842 3.124
H 0.208 -0.113 3.226
H -1.203 -0.719 2.928
H 0.510 -3.306 -0.024
H -1.008 -2.310 -0.003
H 0.218 -2.054 -1.232
H -3.684 1.365 -3.119
*
```

***

Below is C6H12N2O3S as an isolated structure at a distorted geometry, with properties calculated with the ωB97M-V functional and the def2-TZVPD basis.

Energy above the lowest of the compared OMol25 structures with the same formula, charge and spin   473.7 kJ/mol
Largest force on an atom   5.09 eV/Å
Kohn-Sham gap   9.57 eV
HOMO level   -9.271 eV

The geometry in ORCA input format:
```
! wB97M-V def2-TZVPD RIJCOSX def2/J DEFGRID3
* xyz 0 1
C 1.349 1.573 -0.578
C 0.966 0.844 0.948
C 0.214 2.398 -1.012
C -0.536 -1.172 1.422
C -0.051 -2.440 0.696
C -2.049 -1.153 1.763
H 2.437 0.153 -1.393
H 0.943 -0.259 -1.697
H 2.192 2.206 -0.559
H -0.561 2.559 -0.331
H 0.441 3.341 -1.628
H -0.422 1.934 -3.457
H -0.281 -0.013 -0.510
H 0.006 -0.982 2.269
H -2.684 -0.662 0.854
H -2.483 -0.515 2.862
H -2.464 -2.280 1.934
H 0.595 -2.798 -0.959
N 1.612 0.604 -1.660
N -0.285 0.117 0.628
O 1.713 0.806 1.906
O 0.183 -3.595 1.158
O 0.119 -2.067 -0.576
S -0.954 1.401 -2.080
*
```